DFT (ωB97M-V/def2-TZVPD) results for a structure of composition C10H14BClN6Sn in a non-equilibrium geometry.

Output
Charge: 0
Kohn-Sham gap, eV: 9.13
LUMO, eV: 0.398
Total energy, Ha: -1417.429934
Relative energy (zero: lowest compared OMol25 entry of this formula, charge and spin), kcal/mol: 0.0
Molecular weight, g mol⁻¹: 383.24
Multiplicity: 1

XYZ file:
```
33
Properties=species:S:1:pos:R:3:forces:R:3
H 1.1070 3.6565 1.7198 0.074 -0.276 -0.431
N 0.8420 1.9596 0.4198 -1.262 1.340 -0.250
B 0.1911 0.4005 -1.5111 -1.027 -0.223 0.067
N 0.5474 1.8140 -0.9118 1.554 0.215 0.557
C 0.7512 3.0198 -1.5026 -0.476 -0.690 0.309
Sn 1.4447 0.6345 2.0317 -1.480 -1.078 0.733
H 0.6644 3.2113 -2.5677 -0.119 -0.435 0.260
C 1.0270 3.9461 -0.5223 -0.214 1.018 0.104
H 1.2340 4.9869 -0.7194 -0.155 -0.032 0.196
C 0.9705 3.2856 0.7019 0.824 -1.157 -1.274
H 0.2037 0.4603 -2.7022 0.465 0.059 -0.188
C -1.5554 -2.0400 3.3472 0.579 0.561 0.096
H -1.2179 -2.5904 4.2337 0.035 0.123 -0.194
H -0.6682 -1.5633 2.8469 -0.924 -0.512 0.438
H -2.0217 -2.7618 2.6608 -0.045 0.534 0.197
N -1.2919 -0.0096 -1.1899 0.102 0.316 1.280
N 1.1811 -0.7031 -0.9911 1.376 0.691 -0.156
N -1.6952 -0.1576 0.1072 -0.319 -0.305 0.095
N 1.5900 -0.8411 0.3101 -0.652 -1.538 -0.294
C -2.3338 -0.2229 -2.0165 -0.518 -0.356 0.579
C 1.8420 -1.6154 -1.7579 -1.143 0.351 0.638
H -2.2491 -0.1436 -3.0828 0.131 0.032 -0.185
H 1.6894 -1.6613 -2.8411 0.088 0.135 0.637
C -3.4451 -0.5654 -1.2490 1.226 0.470 -0.120
C 2.5322 -2.4614 -0.9140 0.043 -0.416 -0.001
C -2.9977 -0.5087 0.0921 1.247 0.475 -1.136
C 2.2818 -2.0062 0.3939 0.389 1.228 -1.266
H -4.3912 -0.7690 -1.6756 -0.784 -0.240 0.014
H 3.1370 -3.2822 -1.2806 -0.168 0.018 0.460
H -3.5405 -0.6822 1.0117 0.166 0.023 -0.102
H 2.6403 -2.3955 1.3378 0.022 0.245 -0.098
H -2.2314 -1.2273 3.7052 0.322 -0.731 -0.556
Cl 3.7622 0.8331 2.5158 0.638 0.156 -0.410
```
Forces are in eV/Å.

---

DFT (ωB97M-V/def2-TZVPD) results for a structure of composition C10H14ClN3O4 in a non-equilibrium geometry.

Output
Charge: 0
Kohn-Sham gap, eV: 8.05
LUMO, eV: -1.363
Total energy, Ha: -1314.273765
Molecular weight, g mol⁻¹: 275.69
Multiplicity: 1

XYZ file:
```
32
Properties=species:S:1:pos:R:3:forces:R:3
C -0.6340 -3.3396 -0.4675 6.088 -1.802 -13.871
H -1.0263 -2.9435 -1.4347 -0.282 -0.285 0.517
H -0.9315 -4.2374 -0.3838 -2.541 -6.687 0.593
H 0.4319 -3.4761 -0.7896 -0.324 0.322 0.820
C -0.8929 -2.6218 0.5149 -4.481 10.632 13.974
N -0.4993 -1.1682 0.6059 1.964 -0.127 -0.554
C -1.1725 -0.4012 -0.2914 7.232 4.235 -6.016
H -0.6725 -0.4174 -1.5806 -1.202 -0.762 3.005
C -0.9735 1.2420 -0.1750 2.601 -5.110 2.804
C -0.4365 2.0111 -1.2909 -7.090 5.400 -3.647
C 0.8859 1.9341 -1.6126 0.293 -4.683 7.143
C 1.6470 1.1690 -0.9157 4.724 -3.318 3.874
Cl 3.3951 0.4764 -1.3860 -2.421 1.408 0.190
C 1.3572 0.6544 0.5826 -3.195 -3.815 -6.282
C 0.1065 1.3393 0.9006 -1.458 1.181 6.978
H 0.3074 2.3697 1.3168 -0.346 -0.827 -1.096
H -0.2246 0.7673 2.0114 0.308 1.652 -3.306
C 0.9583 -0.9866 0.5951 1.529 1.985 -2.807
H 1.5559 -1.2793 -0.4446 -1.698 -0.187 2.606
H 1.3873 -1.3725 1.5153 0.104 -0.402 -0.360
N 2.4209 0.8605 1.4060 4.813 5.712 8.047
O 2.8354 0.0559 2.2740 -1.094 0.493 -3.016
O 2.7834 2.1367 1.6221 -1.398 -4.502 -2.263
H 1.2311 2.1145 -2.4230 3.679 3.056 -10.244
H -1.1275 2.0337 -2.3806 1.735 -0.573 3.205
H -0.4678 3.1466 -1.0554 -1.043 -1.347 0.181
N -2.2214 1.5860 0.3657 -3.010 9.833 3.876
O -2.2098 2.6087 1.3316 0.748 -4.889 -3.017
O -3.2657 1.4896 -0.2185 0.436 -2.031 -0.583
H -2.1108 -0.5634 -0.4331 -5.862 -1.421 -0.484
H -0.4152 -2.7712 1.4893 -0.394 -1.863 0.064
H -2.0216 -2.4177 0.7516 1.585 -1.278 -0.328
```
Forces are in eV/Å.

---

DFT (ωB97M-V/def2-TZVPD) results for a structure of composition C10H14ClO8P.

Output
Charge: 0
Kohn-Sham gap, eV: 9.86
LUMO, eV: -0.377
Total energy, Ha: -1792.913177
Molecular weight, g mol⁻¹: 328.64
Multiplicity: 1

XYZ file:
```
34
Properties=species:S:1:pos:R:3:forces:R:3
C 3.7585 2.0559 -3.3184 -0.018 0.186 0.130
C 2.8259 2.1552 -2.5765 -0.013 -0.613 0.154
O 1.7728 2.0646 -1.7810 0.200 0.187 -0.481
P 0.3505 1.7856 -2.5194 -0.614 0.097 0.112
O -0.7510 1.9958 -1.6018 0.093 0.142 -0.038
O 0.3307 2.7359 -3.7761 0.143 -0.322 -0.074
O 0.4090 0.3145 -3.1640 0.686 0.296 -0.100
Cl 1.4876 -0.7910 -2.4470 -0.187 -0.313 0.156
H 4.6301 1.9749 -3.9209 -0.020 0.097 -0.037
H 0.9935 2.4871 -4.4391 -0.071 0.141 -0.021
O 2.6801 -2.6521 -0.8145 0.080 -0.004 -0.174
C 2.2581 -2.4655 0.2963 -0.274 0.172 -0.011
O 2.2595 -3.4249 1.2389 0.059 -0.003 -0.072
C 1.5841 -2.9506 2.4255 -0.057 0.101 0.146
C 1.6620 -1.4328 2.3492 0.171 -0.030 0.079
C 1.6319 -1.1994 0.8452 0.190 -0.052 0.326
H 0.5556 -3.3152 2.3986 -0.006 0.022 -0.033
H 2.0834 -3.3662 3.2970 0.067 -0.093 -0.088
H 0.8642 -0.9355 2.8858 -0.089 -0.042 -0.024
H 2.6148 -1.0940 2.7612 0.031 -0.031 -0.036
H 0.6109 -1.1262 0.4661 0.002 0.040 -0.020
H 2.1986 -0.3277 0.5287 -0.094 0.018 -0.143
O -1.0152 0.0542 2.4347 -0.112 -0.072 0.103
C -1.9764 0.2211 1.7380 0.014 0.284 -0.255
O -2.9094 -0.7421 1.5553 0.029 -0.060 0.051
C -3.8835 -0.3119 0.5868 -0.105 0.087 -0.106
C -3.8042 1.2098 0.5874 0.069 0.062 0.062
C -2.3319 1.4438 0.9176 -0.326 -0.192 0.163
H -3.6143 -0.7391 -0.3814 0.024 0.018 -0.004
H -4.8570 -0.6951 0.8824 0.050 -0.077 0.076
H -4.1268 1.6532 -0.3519 0.049 -0.051 -0.051
H -4.4310 1.6125 1.3845 -0.045 -0.021 -0.010
H -1.7042 1.4547 0.0230 -0.093 0.027 0.226
H -2.1569 2.3504 1.4896 0.167 0.002 -0.008
```
Forces are in eV/Å.

---

What did the second record say?
DFT (ωB97M-V/def2-TZVPD) results for a structure of composition C10H14ClN3O4 in a non-equilibrium geometry.

Output
Charge: 0
Kohn-Sham gap, eV: 8.05
LUMO, eV: -1.363
Total energy, Ha: -1314.273765
Molecular weight, g mol⁻¹: 275.69
Multiplicity: 1

XYZ file:
```
32
Properties=species:S:1:pos:R:3:forces:R:3
C -0.6340 -3.3396 -0.4675 6.088 -1.802 -13.871
H -1.0263 -2.9435 -1.4347 -0.282 -0.285 0.517
H -0.9315 -4.2374 -0.3838 -2.541 -6.687 0.593
H 0.4319 -3.4761 -0.7896 -0.324 0.322 0.820
C -0.8929 -2.6218 0.5149 -4.481 10.632 13.974
N -0.4993 -1.1682 0.6059 1.964 -0.127 -0.554
C -1.1725 -0.4012 -0.2914 7.232 4.235 -6.016
H -0.6725 -0.4174 -1.5806 -1.202 -0.762 3.005
C -0.9735 1.2420 -0.1750 2.601 -5.110 2.804
C -0.4365 2.0111 -1.2909 -7.090 5.400 -3.647
C 0.8859 1.9341 -1.6126 0.293 -4.683 7.143
C 1.6470 1.1690 -0.9157 4.724 -3.318 3.874
Cl 3.3951 0.4764 -1.3860 -2.421 1.408 0.190
C 1.3572 0.6544 0.5826 -3.195 -3.815 -6.282
C 0.1065 1.3393 0.9006 -1.458 1.181 6.978
H 0.3074 2.3697 1.3168 -0.346 -0.827 -1.096
H -0.2246 0.7673 2.0114 0.308 1.652 -3.306
C 0.9583 -0.9866 0.5951 1.529 1.985 -2.807
H 1.5559 -1.2793 -0.4446 -1.698 -0.187 2.606
H 1.3873 -1.3725 1.5153 0.104 -0.402 -0.360
N 2.4209 0.8605 1.4060 4.813 5.712 8.047
O 2.8354 0.0559 2.2740 -1.094 0.493 -3.016
O 2.7834 2.1367 1.6221 -1.398 -4.502 -2.263
H 1.2311 2.1145 -2.4230 3.679 3.056 -10.244
H -1.1275 2.0337 -2.3806 1.735 -0.573 3.205
H -0.4678 3.1466 -1.0554 -1.043 -1.347 0.181
N -2.2214 1.5860 0.3657 -3.010 9.833 3.876
O -2.2098 2.6087 1.3316 0.748 -4.889 -3.017
O -3.2657 1.4896 -0.2185 0.436 -2.031 -0.583
H -2.1108 -0.5634 -0.4331 -5.862 -1.421 -0.484
H -0.4152 -2.7712 1.4893 -0.394 -1.863 0.064
H -2.0216 -2.4177 0.7516 1.585 -1.278 -0.328
```
Forces are in eV/Å.

---

Copy entry 3 word for word.
DFT (ωB97M-V/def2-TZVPD) results for a structure of composition C10H14ClO8P.

Output
Charge: 0
Kohn-Sham gap, eV: 9.86
LUMO, eV: -0.377
Total energy, Ha: -1792.913177
Molecular weight, g mol⁻¹: 328.64
Multiplicity: 1

XYZ file:
```
34
Properties=species:S:1:pos:R:3:forces:R:3
C 3.7585 2.0559 -3.3184 -0.018 0.186 0.130
C 2.8259 2.1552 -2.5765 -0.013 -0.613 0.154
O 1.7728 2.0646 -1.7810 0.200 0.187 -0.481
P 0.3505 1.7856 -2.5194 -0.614 0.097 0.112
O -0.7510 1.9958 -1.6018 0.093 0.142 -0.038
O 0.3307 2.7359 -3.7761 0.143 -0.322 -0.074
O 0.4090 0.3145 -3.1640 0.686 0.296 -0.100
Cl 1.4876 -0.7910 -2.4470 -0.187 -0.313 0.156
H 4.6301 1.9749 -3.9209 -0.020 0.097 -0.037
H 0.9935 2.4871 -4.4391 -0.071 0.141 -0.021
O 2.6801 -2.6521 -0.8145 0.080 -0.004 -0.174
C 2.2581 -2.4655 0.2963 -0.274 0.172 -0.011
O 2.2595 -3.4249 1.2389 0.059 -0.003 -0.072
C 1.5841 -2.9506 2.4255 -0.057 0.101 0.146
C 1.6620 -1.4328 2.3492 0.171 -0.030 0.079
C 1.6319 -1.1994 0.8452 0.190 -0.052 0.326
H 0.5556 -3.3152 2.3986 -0.006 0.022 -0.033
H 2.0834 -3.3662 3.2970 0.067 -0.093 -0.088
H 0.8642 -0.9355 2.8858 -0.089 -0.042 -0.024
H 2.6148 -1.0940 2.7612 0.031 -0.031 -0.036
H 0.6109 -1.1262 0.4661 0.002 0.040 -0.020
H 2.1986 -0.3277 0.5287 -0.094 0.018 -0.143
O -1.0152 0.0542 2.4347 -0.112 -0.072 0.103
C -1.9764 0.2211 1.7380 0.014 0.284 -0.255
O -2.9094 -0.7421 1.5553 0.029 -0.060 0.051
C -3.8835 -0.3119 0.5868 -0.105 0.087 -0.106
C -3.8042 1.2098 0.5874 0.069 0.062 0.062
C -2.3319 1.4438 0.9176 -0.326 -0.192 0.163
H -3.6143 -0.7391 -0.3814 0.024 0.018 -0.004
H -4.8570 -0.6951 0.8824 0.050 -0.077 0.076
H -4.1268 1.6532 -0.3519 0.049 -0.051 -0.051
H -4.4310 1.6125 1.3845 -0.045 -0.021 -0.010
H -1.7042 1.4547 0.0230 -0.093 0.027 0.226
H -2.1569 2.3504 1.4896 0.167 0.002 -0.008
```
Forces are in eV/Å.

---

- Which value of Kohn-Sham gap does entry 3 give?
  9.86 eV